(1)
Entry from OMol25: a molecular structure, C12H15IrNO7P2S (ωB97M-V with the def2-TZVPD basis set).

Multiplicity = 2
LUMO (alpha / beta) = -0.310 / -0.351 Ha
HOMO-LUMO gap (alpha / beta) = 0.255 / 0.246 Eh
ΔE to the lowest compared entry with this formula, charge and spin = 0.000 eV
Total charge = +2

XYZ file:
```
39
Properties=species:S:1:pos:R:3:forces:R:3
Ir -1.1147 -0.0618 0.5247 0.0 0.0 0.0
C -2.1088 2.6519 -3.4319 0.0 0.0 0.0
C -1.8734 2.3705 -1.9521 0.0 0.0 0.1
O -2.1949 3.5266 -1.2232 0.0 0.0 0.0
P -0.1136 1.9061 -1.6553 0.0 0.0 0.0
O 0.7061 3.2120 -1.7508 0.0 0.0 0.0
O 0.4155 0.9679 -2.7954 0.0 0.0 0.0
O 0.0965 1.3015 -0.2441 0.0 0.1 0.0
P -2.7739 0.9111 -1.3108 0.0 -0.1 0.0
O -4.1455 0.7624 -2.0153 0.0 0.1 0.0
O -1.8331 -0.2892 -1.5348 0.0 0.0 0.0
O -2.8255 1.0897 0.2176 0.0 0.0 0.0
H -1.4639 3.4664 -3.7592 0.0 0.0 0.0
H -3.1454 2.9610 -3.5543 0.0 0.0 0.0
H -1.9297 1.7781 -4.0581 0.0 0.0 0.0
H -2.3081 3.3288 -0.2818 0.0 0.0 0.0
H 1.6655 3.1949 -1.8826 0.0 0.0 0.0
H -0.1564 0.2027 -2.9727 0.0 0.0 0.0
H -4.9694 0.9014 -1.5244 0.0 0.0 0.0
C 0.3102 -2.4036 -1.3101 0.0 0.0 0.1
C 0.9810 -2.2183 0.0098 0.0 0.0 -0.1
C 2.1127 -2.9992 0.3170 0.0 0.0 0.0
C 2.7669 -2.8483 1.5040 -0.1 0.0 0.0
C 2.2722 -1.9124 2.4361 0.1 -0.1 0.0
C 2.8621 -1.7197 3.7133 0.0 0.0 0.0
C 2.3330 -0.8336 4.6304 0.0 0.0 0.0
C 1.1886 -0.1184 4.3070 0.0 0.0 0.0
C 0.5895 -0.2766 3.0485 0.0 0.0 0.0
S -0.8286 0.5472 2.6508 0.0 0.0 0.0
C 1.1403 -1.1716 2.0849 0.0 0.0 0.1
N 0.5139 -1.3083 0.8723 -0.1 0.0 0.0
H 0.7082 -3.2794 -1.8144 0.0 0.0 0.0
H 0.5133 -1.5349 -1.9358 0.0 0.0 0.0
H -0.7680 -2.5126 -1.2104 0.0 0.0 0.0
H 2.4483 -3.7179 -0.4163 0.0 0.0 0.0
H 3.6411 -3.4417 1.7408 0.0 0.0 0.0
H 3.7444 -2.2968 3.9613 0.0 0.0 0.0
H 2.7978 -0.7045 5.5974 0.0 0.0 0.0
H 0.7461 0.5685 5.0178 0.0 0.0 0.0
```
Forces are in eV/Å.



(2)
Entry from OMol25: a molecular structure, C7H10FI2N (ωB97M-V with the def2-TZVPD basis set).

LUMO = -0.009 Ha
HOMO-LUMO gap = 0.316 Eh
ΔE to the lowest compared entry with this formula, charge and spin = 0.578 eV

XYZ file:
```
21
Properties=species:S:1:pos:R:3:forces:R:3
C 0.4393 1.0627 1.2158 -2.2 0.5 -1.3
C 0.6296 0.2682 0.1344 -0.6 1.6 2.6
C -0.5477 -0.2873 -0.4738 -1.4 -2.0 2.8
C 1.5066 1.7075 1.9797 -0.5 0.5 0.5
C 1.9344 0.1083 -0.4802 0.7 -2.1 -1.3
C -1.8748 -0.5224 -2.3883 -3.7 -0.9 -1.9
C -1.4119 -1.5036 0.5358 1.2 1.2 -1.5
N -0.9855 0.0892 -1.5479 1.6 0.6 0.3
F -2.6725 -1.5583 0.0592 -0.1 -0.1 0.0
I -1.5664 -1.0807 2.6263 0.0 -0.1 0.1
I -0.5156 -3.4687 0.2895 0.0 0.3 -0.2
H -0.6366 1.4073 1.4486 1.8 -0.9 -0.2
H 1.3928 2.7906 2.0974 0.2 -0.1 -0.5
H 1.4429 1.3492 2.9853 0.1 -0.4 0.9
H 2.4350 1.3944 1.5718 1.0 0.3 0.1
H 1.9282 0.4196 -1.5056 -0.5 0.1 -0.9
H 2.6333 0.7639 -0.0636 1.3 0.5 0.8
H 2.3040 -0.9468 -0.5306 -0.1 0.8 0.4
H -2.9639 -0.7010 -2.0225 1.9 0.2 -0.2
H -1.4755 -1.5095 -2.7425 -0.4 0.9 0.1
H -1.9959 0.2175 -3.1888 -0.1 -0.8 -0.5
```
Forces are in eV/Å.



(3)
Entry from OMol25: a molecular structure, C19H16N4O4PtSe (ωB97M-V with the def2-TZVPD basis set).

LUMO = -0.047 Ha
HOMO-LUMO gap = 0.230 Eh
ΔE to the lowest compared entry with this formula, charge and spin = 3.619 eV

XYZ file:
```
45
Properties=species:S:1:pos:R:3:forces:R:3
Pt 0.6512 -0.3622 1.1426 -2.9 0.8 -1.2
O 4.9180 -1.0606 1.6908 0.0 1.1 1.2
C 3.7753 -1.2544 1.6523 1.5 -2.6 -3.7
O 2.7805 -1.7090 1.2435 -0.7 0.5 1.3
C 3.0868 0.0281 3.3103 -1.6 2.7 3.7
O 3.6082 -0.4806 4.2115 0.7 -1.2 -0.8
O 2.4078 0.8004 2.7559 1.0 -0.4 -1.2
N -0.0804 -2.2743 -0.1113 0.5 -0.2 0.5
C -1.0742 -1.8241 -1.0013 0.0 -0.1 -0.1
C -2.3620 -2.3411 -0.9358 0.0 -0.1 0.0
C -3.3380 -1.8795 -1.8061 0.0 0.0 0.0
C -3.0255 -0.9096 -2.7495 0.0 0.0 0.0
C -1.7394 -0.3884 -2.7979 0.0 0.0 0.0
C -0.7526 -0.8232 -1.9204 0.1 0.1 0.0
C 0.6046 -0.2164 -1.9173 0.0 0.1 0.0
C 1.2488 -0.0068 -3.1399 0.0 0.0 0.1
C 2.5183 0.5413 -3.2026 0.0 0.0 -0.1
C 3.1571 0.9189 -2.0322 0.0 0.1 0.1
C 2.5132 0.7474 -0.8135 -0.1 0.0 -0.2
C 1.2468 0.1595 -0.7240 0.7 -0.2 0.5
H -0.3692 -3.0410 0.4905 0.0 0.0 0.0
H 0.8244 -2.4470 -0.5307 -0.1 -0.1 -0.2
H -2.5880 -3.0974 -0.1929 0.0 0.0 0.0
H -4.3391 -2.2876 -1.7573 0.0 0.0 0.0
H -3.7795 -0.5532 -3.4387 0.0 0.0 0.0
H -1.5013 0.3878 -3.5149 0.0 0.0 0.0
H 0.7505 -0.3176 -4.0510 0.0 0.0 0.0
H 3.0128 0.6587 -4.1582 0.0 0.0 0.0
H 4.1558 1.3376 -2.0632 0.0 0.0 0.0
H 3.0192 1.0764 0.0897 0.0 0.0 0.0
C 0.0784 2.9439 2.4699 -0.1 0.0 0.0
C -0.9861 2.3516 1.6233 0.0 0.0 0.0
N -0.9778 1.1695 1.0425 0.7 -0.1 0.1
C -2.2021 1.0066 0.4264 0.1 -0.1 0.0
C -2.9547 2.1120 0.6377 0.0 0.0 0.0
N -2.1723 2.9557 1.3939 0.0 0.0 0.0
H 1.0337 2.4940 2.2252 0.0 0.1 -0.1
H -0.1278 2.7444 3.5239 0.0 0.0 0.0
H 0.1360 4.0232 2.3289 0.0 0.0 0.0
H -2.4451 0.1157 -0.1213 -0.1 0.0 0.0
H -3.9535 2.3627 0.3309 0.0 0.0 0.0
H -2.4371 3.8655 1.7269 0.0 0.0 0.0
Se -0.3818 -1.0298 3.3840 0.3 -0.2 0.1
C -0.8225 -2.7250 2.8371 -0.1 0.0 0.1
N -1.1176 -3.7722 2.4421 0.0 0.0 -0.1
```
Forces are in eV/Å.



(4)
Entry from OMol25: 8 unconnected molecules or ions with the total composition C22H62N2O8 (ωB97M-V with the def2-TZVPD basis set).

LUMO = 0.017 Ha
HOMO-LUMO gap = 0.344 Eh
ΔE to the lowest compared entry with this formula, charge and spin = 0.699 eV
Structure (SMILES) = COC[C@H](C)N.COC[C@H](C)N.CC(C)O.CC(C)O.CC(C)O.CC(C)O.CO.CO

XYZ file:
```
94
Properties=species:S:1:pos:R:3:forces:R:3
C -6.7239 4.3737 -0.7020 0.2 -0.3 -0.7
O -6.3451 3.8104 0.5401 -0.5 -0.3 0.0
C -4.9864 3.4204 0.6478 0.7 1.5 0.0
C -4.4489 2.3349 -0.2688 -1.1 -1.2 0.1
C -4.9706 0.9413 0.0637 -1.1 0.0 -0.3
N -3.0124 2.2144 -0.1357 0.4 1.3 -0.1
H -7.6142 5.0000 -0.6551 0.0 -0.1 0.7
H -6.9577 3.6000 -1.4386 0.0 -0.2 0.0
H -5.9603 4.9988 -1.1742 0.4 0.0 0.3
H -4.4151 4.3477 0.5187 0.4 -0.1 -0.5
H -4.7558 3.1875 1.6904 -0.6 -0.4 0.1
H -4.7973 2.5072 -1.2905 0.6 0.5 -0.2
H -4.8905 0.7330 1.1314 0.2 -0.2 0.0
H -4.3554 0.2682 -0.5315 -0.1 -0.4 0.3
H -6.0065 0.7719 -0.2420 -0.1 0.1 0.1
H -2.8562 1.8993 0.8168 0.4 -0.1 -0.1
H -2.7162 1.4537 -0.7306 0.2 0.0 0.0
C 4.6396 -6.3916 -1.4462 -1.1 0.8 0.4
O 3.9473 -5.2654 -0.8551 0.0 -0.1 0.0
C 2.5312 -5.4312 -0.8433 -0.4 -0.3 0.4
C 1.8348 -4.1892 -0.2596 -0.6 0.2 -0.1
C 0.3158 -4.3233 -0.1148 -0.8 0.1 -0.2
N 2.1034 -3.0327 -1.1635 0.7 -0.7 1.0
H 4.4646 -7.2532 -0.8010 0.0 -0.3 -0.3
H 5.7089 -6.2046 -1.5090 -0.1 0.3 0.1
H 4.2237 -6.5064 -2.4481 0.2 -0.5 -0.1
H 2.1438 -5.6171 -1.8510 0.1 0.2 -0.3
H 2.2029 -6.3151 -0.2862 0.4 -0.2 0.3
H 2.2441 -3.9614 0.7260 0.3 0.0 -0.1
H -0.2081 -3.4512 0.2792 0.9 0.6 -0.1
H -0.1240 -5.0585 0.5630 0.7 -0.7 -0.2
H -0.1413 -4.4322 -1.1018 0.0 -0.3 -0.1
H 3.1204 -3.0675 -1.1513 0.2 0.6 -0.5
H 1.8582 -3.3824 -2.0848 -0.1 0.3 -0.3
C -1.1260 3.0679 4.1209 -1.2 0.6 0.4
C -1.3434 2.8671 2.6060 0.2 0.0 1.0
C -0.1891 3.4131 1.7946 0.8 -0.8 0.2
O -1.5237 1.4659 2.3797 0.1 0.4 -0.2
H -0.2399 2.6142 4.5639 0.2 -0.1 -0.4
H -1.9966 2.6922 4.6651 0.0 -0.6 -0.2
H -1.1828 4.1088 4.4526 0.5 0.3 -0.5
H -2.2667 3.3670 2.3130 -0.1 -0.1 0.0
H -0.0648 2.8763 0.8527 -0.6 0.4 -0.3
H 0.7279 3.1155 2.3152 0.2 0.4 0.2
H -0.2218 4.4936 1.6744 0.1 -0.1 -0.1
H -0.6403 1.0899 2.4759 0.0 -0.5 0.1
C 3.1086 0.9363 3.8256 0.9 -0.6 1.6
C 2.4391 0.1349 2.7298 1.4 0.4 -0.6
C 3.2695 -1.0620 2.1398 -1.1 -0.1 -0.1
O 1.0838 -0.1760 3.0281 0.6 -0.2 -0.4
H 2.8407 0.7116 4.8625 -0.5 -0.5 -0.1
H 2.9686 2.0152 3.7689 0.0 0.0 -0.4
H 4.1684 0.6723 3.8208 0.2 0.5 -0.2
H 2.5344 0.8927 1.9478 -1.1 -0.4 -0.6
H 2.7951 -1.3497 1.1979 0.0 0.3 -0.2
H 3.2629 -2.0282 2.6510 0.0 0.3 0.8
H 4.3034 -0.7972 1.9251 -0.1 0.2 0.1
H 1.1845 -0.9138 3.6395 -0.6 0.0 0.1
C 3.9013 1.6415 -1.8533 -1.3 -0.4 -0.4
C 4.9994 2.3634 -1.1556 1.0 0.3 1.0
C 5.0240 2.1289 0.3654 0.4 -1.1 -0.8
O 6.2595 1.9756 -1.7355 -0.3 0.3 0.5
H 2.9484 2.1584 -1.7185 -0.1 -0.1 0.2
H 3.7875 0.6085 -1.5178 0.1 0.0 0.3
H 4.0161 1.5306 -2.9336 0.3 0.4 -0.1
H 4.8848 3.4520 -1.1606 -0.1 0.1 -0.9
H 5.8683 2.6357 0.8307 -0.3 0.4 0.0
H 5.2049 1.0714 0.5744 -0.3 -0.1 0.0
H 4.0534 2.4182 0.7664 0.1 0.1 0.2
H 6.1857 2.2246 -2.6613 0.2 -0.1 -0.1
C -2.5985 -2.2868 -0.1388 -0.3 0.0 -0.6
C -3.8653 -2.7066 -0.8910 1.8 -0.7 -0.8
C -3.6395 -3.8650 -1.9247 -0.6 0.7 1.0
O -4.8565 -3.0878 0.0334 -0.8 0.6 -0.2
H -1.7421 -2.2294 -0.8116 0.0 0.0 0.0
H -2.4001 -3.0150 0.6496 0.2 0.1 0.2
H -2.7670 -1.2851 0.2572 0.1 -0.1 0.4
H -4.1231 -1.8330 -1.4914 -0.9 0.0 0.4
H -4.4364 -3.7715 -2.6618 0.1 -0.3 -0.2
H -3.7980 -4.7841 -1.3597 0.3 -0.2 -0.3
H -2.6619 -3.8399 -2.4030 0.0 0.0 0.0
H -4.4403 -3.6472 0.6946 0.0 0.0 0.0
C 0.1120 0.4868 -1.0328 0.5 0.4 0.9
O 0.5939 -0.6225 -1.7464 -0.3 0.1 -0.1
H -0.2993 0.2748 -0.0394 -0.4 -0.6 -0.1
H 0.9391 1.1487 -0.7516 0.0 0.4 -0.5
H -0.6423 1.0209 -1.6067 0.2 0.0 -0.1
H 1.2620 -1.0802 -1.2178 -0.1 -0.4 -0.1
C 0.3025 2.2451 -3.9770 -0.1 0.4 -0.1
O 0.7855 3.1500 -4.9624 0.0 0.2 -0.2
H -0.5056 2.7346 -3.4304 0.0 0.0 0.0
H -0.1058 1.3686 -4.4807 0.2 -0.2 0.2
H 1.0715 1.9860 -3.2501 0.0 -0.3 -0.1
H 1.7375 3.2428 -4.9018 0.0 -0.1 0.1
```
Forces are in eV/Å.



The lowest ΔE to the lowest compared entry with this formula, charge and spin belongs to which entry?
C12H15IrNO7P2S



Number 4 is which compound?
C22H62N2O8



ΔE to the lowest compared entry with this formula, charge and spin of number 1 (C12H15IrNO7P2S)?
0.000 eV



What is the formula in the third record?
C19H16N4O4PtSe